# C38H50FN14O7PS

A 14-piece molecular cluster, C38H50FN14O7PS overall at a distorted geometry (wB97M-V/def2-TZVPD, the OMol25 dataset).

CARTESIAN COORDINATES (ANGSTROEM)
O1 0.9410 -5.8615 -2.4385
P1 -0.2135 -4.9644 -2.6745
C1 0.0839 -3.2142 -2.1351
C2 0.7079 -2.2864 -2.9577
C3 0.8578 -1.0137 -2.4658
C4 0.3808 -0.6905 -1.2027
C5 -0.2023 -1.5865 -0.3780
C6 -0.3418 -2.8692 -0.8531
S1 -1.1027 -4.0009 0.2964
O2 -1.1082 -3.3598 1.5757
O3 -2.4420 -4.3323 -0.0721
F1 -0.2095 -5.2873 0.4497
C7 0.6519 0.8038 -1.0253
O4 0.1095 1.5075 -0.2198
N1 1.5719 1.1365 -2.0176
C8 2.8410 1.7588 -1.6249
C9 3.7509 0.8843 -0.7187
C10 3.9010 1.4391 0.7108
C11 2.5686 1.6204 1.4027
O5 1.9774 0.6839 1.8901
O6 2.0557 2.8649 1.4775
C12 1.5000 0.2260 -3.0899
O7 1.8086 0.3995 -4.2337
H1 -1.3766 -5.3918 -1.9887
H2 -0.6027 -4.8842 -4.0326
H3 1.0676 -2.5293 -3.9436
H4 -0.5352 -1.2518 0.5920
H5 2.6366 2.6961 -1.0975
H6 3.3977 2.0311 -2.5227
H7 4.7589 0.9158 -1.1445
H8 3.4680 -0.1725 -0.7011
H9 4.4543 2.3833 0.7456
H10 4.4732 0.7294 1.3134
H11 1.1041 2.7397 1.6033
C13 4.5821 -3.4837 0.9285
C14 4.4556 -2.6954 -0.2982
N2 4.3476 -2.0857 -1.2670
H12 3.6921 -4.0945 1.0687
H13 5.4534 -4.1333 0.8608
H14 4.6963 -2.8230 1.7864
C15 -1.8213 -0.1047 3.7765
C16 -2.0802 0.0590 2.3458
N3 -2.2715 0.1785 1.2186
H15 -1.8587 -1.1608 4.0365
H16 -0.8353 0.2885 4.0181
H17 -2.5724 0.4332 4.3526
C17 -2.5359 0.3446 -4.0673
C18 -2.4679 -1.0514 -4.5037
N4 -2.3815 -2.1449 -4.8423
H18 -1.5501 0.8016 -4.1416
H19 -3.2319 0.8946 -4.6973
H20 -2.8748 0.3914 -3.0335
C19 -4.5112 2.4237 1.3414
C20 -5.0785 3.7633 1.1786
N5 -5.5278 4.8152 1.0615
H21 -5.2621 1.6726 1.1047
H22 -3.6602 2.2970 0.6764
H23 -4.1814 2.2862 2.3688
C21 -5.4302 6.3437 3.9869
C22 -4.5542 5.8240 5.0386
N6 -3.8715 5.4079 5.8643
H24 -4.9653 7.2013 3.5069
H25 -5.6041 5.5741 3.2421
H26 -6.3838 6.6458 4.4172
C23 -4.8218 9.8870 1.1706
C24 -3.9336 9.3836 2.2231
N7 -3.2380 8.9878 3.0483
H27 -4.3644 10.7448 0.6821
H28 -5.0006 9.1090 0.4210
H29 -5.7724 10.1916 1.6043
C25 -5.9266 6.3039 -2.1154
C26 -5.8798 7.7078 -1.7046
N8 -5.8373 8.8107 -1.3837
H30 -5.7084 5.6628 -1.2626
H31 -6.9160 6.0622 -2.4986
H32 -5.1896 6.1242 -2.8961
C27 4.9483 -5.4129 4.8649
C28 4.3544 -4.1033 4.5959
N9 3.8834 -3.0749 4.3935
H33 4.2301 -6.1949 4.6325
H34 5.8393 -5.5486 4.2526
H35 5.2240 -5.4859 5.9148
C29 -2.1268 -7.4816 1.8416
C30 -1.8425 -8.5730 2.7764
N10 -1.6157 -9.4260 3.5121
H36 -2.9638 -7.7503 1.2005
H37 -2.3784 -6.5768 2.3934
H38 -1.2537 -7.2908 1.2239
C31 0.7460 -5.7803 4.3813
C32 1.8128 -6.6275 4.9187
N11 2.6497 -7.2926 5.3422
H39 -0.0217 -6.4030 3.9269
H40 0.3023 -5.1941 5.1833
H41 1.1512 -5.1047 3.6297
C33 4.8140 -5.6345 -3.6572
C34 3.7845 -4.6104 -3.5000
N12 2.9755 -3.8051 -3.3780
H42 5.5688 -5.5228 -2.8801
H43 4.3675 -6.6241 -3.5806
H44 5.2869 -5.5257 -4.6315
C35 6.3670 -2.4378 -5.9699
C36 6.4207 -3.8371 -6.3995
N13 6.4675 -4.9316 -6.7434
H45 7.3528 -1.9864 -6.0627
H46 5.6623 -1.8888 -6.5910
H47 6.0439 -2.3820 -4.9311
C37 -2.0250 10.0359 -0.9722
C38 -1.1566 9.4642 -2.0032
N14 -0.4754 9.0157 -2.8124
H48 -3.0524 10.0683 -1.3325
H49 -1.9812 9.4244 -0.0719
H50 -1.6990 11.0464 -0.7321

Relative energy (zero: lowest compared OMol25 entry of this formula, charge and spin) (kcal/mol): 0.00
E_HOMO (eV): -10.2668
LUMO level (eV): -1.135
DFT total energy (hartree): -3610.56477
Charge: 0
HOMO-LUMO gap (eV): 9.1

Here are the Löwdin charges for atoms 1 to 99, given in e:
1. O -0.441
2. P 0.739
3. C -0.267
4. C -0.040
5. C -0.051
6. C -0.048
7. C 0.009
8. C -0.242
9. S 0.629
10. O -0.278
11. O -0.262
12. F -0.153
13. C -0.339
14. O 0.135
15. N 0.048
16. C -0.088
17. C -0.147
18. C -0.094
19. C -0.539
20. O 0.089
21. O 0.105
22. C -0.334
23. O 0.153
24. H 0.015
25. H 0.028
26. H 0.104
27. H 0.092
28. H 0.127
29. H 0.127
30. H 0.112
31. H 0.064
32. H 0.125
33. H 0.123
34. H 0.115
35. C -0.057
36. C -0.240
37. N 0.149
38. H 0.081
39. H 0.083
40. H 0.060
41. C -0.036
42. C -0.241
43. N 0.165
44. H 0.085
45. H 0.089
46. H 0.083
47. C -0.057
48. C -0.273
49. N 0.134
50. H 0.076
51. H 0.082
52. H 0.082
53. C -0.069
54. C -0.236
55. N 0.137
56. H 0.088
57. H 0.062
58. H 0.076
59. C -0.074
60. C -0.282
61. N 0.113
62. H 0.037
63. H 0.023
64. H 0.084
65. C -0.088
66. C -0.281
67. N 0.134
68. H 0.074
69. H 0.016
70. H 0.086
71. C -0.056
72. C -0.230
73. N 0.135
74. H 0.038
75. H 0.086
76. H 0.085
77. C -0.076
78. C -0.280
79. N 0.129
80. H 0.015
81. H 0.082
82. H 0.089
83. C -0.075
84. C -0.285
85. N 0.129
86. H 0.088
87. H 0.081
88. H 0.063
89. C -0.041
90. C -0.249
91. N 0.140
92. H 0.063
93. H 0.090
94. H 0.077
95. C -0.046
96. C -0.242
97. N 0.172
98. H 0.083
99. H 0.089

***

# C38H51BBrN8O2Ru

C38H51BBrN8O2Ru as an isolated structure at a distorted geometry (wB97M-V/def2-TZVPD, the OMol25 dataset).

CARTESIAN COORDINATES (ANGSTROEM)
Ru1 0.1350 -0.1653 0.0474
C1 -4.2750 1.3013 2.7178
C2 -3.2522 1.3682 1.6638
C3 -3.1909 2.2958 0.6141
C4 -2.0657 1.9739 -0.1233
N1 -1.4754 0.9035 0.4531
N2 -2.1959 0.5418 1.5316
B1 -1.7704 -0.6548 2.4008
N3 -1.7424 -1.8994 1.4790
N4 -1.2228 -1.8469 0.2300
C5 -1.4740 -3.0025 -0.3975
C6 -2.1620 -3.8299 0.4889
C7 -2.3268 -3.0995 1.6646
C8 -3.0148 -3.5265 2.8964
C9 -1.1364 -3.3146 -1.8286
C10 -0.0912 -4.4392 -1.8742
C11 -0.6064 -2.0736 -2.5466
C12 -2.4185 -3.7740 -2.5389
N5 -0.3473 -0.3488 2.9309
N6 0.6073 0.1875 2.1346
C13 1.6750 0.4979 2.8801
C14 1.3999 0.1294 4.1957
C15 0.1082 -0.3932 4.1984
C16 -0.6520 -0.9002 5.3555
C17 2.9159 1.1903 2.3889
C18 4.1135 0.2352 2.5025
C19 3.1585 2.4275 3.2662
C20 2.7458 1.6519 0.9418
C21 -1.4913 2.6099 -1.3546
C22 -0.0651 3.0581 -1.0233
C23 -1.4324 1.5379 -2.4463
C24 -2.3402 3.7977 -1.8077
H1 -5.0028 2.0955 2.5690
H2 -3.8282 1.4155 3.7050
H3 -4.7930 0.3431 2.7008
H4 -3.8907 3.0884 0.4398
H5 -2.5159 -0.8137 3.2869
H6 -2.5143 -4.8217 0.3021
H7 -3.2083 -4.5952 2.8695
H8 -3.9757 -3.0210 2.9879
H9 -2.4344 -3.2864 3.7832
H10 0.8243 -4.1450 -1.3597
H11 0.1500 -4.6703 -2.9079
H12 -0.4754 -5.3456 -1.4143
H13 0.2303 -1.6288 -1.9871
H14 -1.4091 -1.3486 -2.6615
H15 -0.2470 -2.3355 -3.5388
H16 -2.8144 -4.6795 -2.0894
H17 -2.2008 -3.9805 -3.5816
H18 -3.1801 -3.0001 -2.4929
H19 2.0418 0.2425 5.0436
H20 0.0040 -1.0247 6.2124
H21 -1.1382 -1.8461 5.1319
H22 -1.4299 -0.1914 5.6374
H23 4.2794 -0.0587 3.5353
H24 5.0124 0.7356 2.1532
H25 3.9582 -0.6620 1.9025
H26 3.3254 2.1486 4.3021
H27 2.3085 3.1028 3.2194
H28 4.0374 2.9560 2.9118
H29 2.4310 0.8143 0.3012
H30 3.6860 2.0374 0.5550
H31 2.0121 2.4538 0.8992
H32 0.5279 2.1662 -0.7366
H33 -0.0615 3.7751 -0.2054
H34 0.4006 3.5284 -1.8852
H35 -0.7793 0.7130 -2.0966
H36 -1.0217 1.9467 -3.3656
H37 -2.4242 1.1485 -2.6645
H38 -2.3833 4.5584 -1.0339
H39 -3.3523 3.4812 -2.0422
H40 -1.9142 4.2481 -2.6982
C25 2.3306 0.8108 -3.1053
O1 2.2253 -0.1107 -2.0194
C26 3.1198 -1.0985 -1.8241
C27 4.2344 -1.3943 -2.5795
C28 5.0564 -2.4679 -2.2223
Br1 6.5857 -2.8695 -3.2629
C29 4.7752 -3.2555 -1.1107
C30 3.6625 -2.9941 -0.3206
C31 2.7902 -1.8963 -0.6551
O2 1.7574 -1.6133 0.0349
C32 3.3704 -3.8080 0.8295
N7 2.3140 -3.6097 1.6328
C33 2.3095 -4.5438 2.6350
C34 1.4470 -4.7634 3.6981
C35 1.7521 -5.8186 4.5319
C36 2.8771 -6.6293 4.3167
C37 3.7414 -6.4184 3.2611
C38 3.4429 -5.3588 2.4163
N8 4.0626 -4.8639 1.2921
H41 3.1958 0.6228 -3.7314
H42 2.4036 1.8190 -2.6923
H43 1.4273 0.7281 -3.7132
H44 4.5056 -0.8215 -3.4524
H45 5.4403 -4.0716 -0.8778
H46 1.6530 -2.8565 1.4636
H47 0.5840 -4.1349 3.8562
H48 1.1084 -6.0274 5.3735
H49 3.0715 -7.4430 4.9991
H50 4.6043 -7.0421 3.0981
H51 4.9076 -5.2538 0.8967

E_HOMO (alpha / beta) (eV): -15.8478 / -15.8488
LUMO level (alpha / beta) (eV): -12.075 / -12.075
DFT total energy (hartree): -4760.06035
Charge: +3
HOMO-LUMO gap (alpha / beta) (eV): 3.8 / 3.8

Here are the Löwdin charges for atoms 1 to 99, given in e:
1. Ru 1.368
2. C 0.018
3. C -0.195
4. C 0.095
5. C -0.196
6. N -0.052
7. N 0.053
8. B -0.477
9. N 0.036
10. N 0.025
11. C -0.215
12. C 0.064
13. C -0.236
14. C 0.008
15. C -0.534
16. C -0.015
17. C -0.044
18. C -0.015
19. N 0.036
20. N 0.025
21. C -0.215
22. C 0.064
23. C -0.236
24. C 0.008
25. C -0.534
26. C -0.015
27. C -0.015
28. C -0.044
29. C -0.540
30. C -0.028
31. C -0.028
32. C -0.019
33. H 0.103
34. H 0.104
35. H 0.104
36. H 0.134
37. H 0.124
38. H 0.129
39. H 0.100
40. H 0.105
41. H 0.072
42. H 0.067
43. H 0.098
44. H 0.095
45. H 0.030
46. H 0.079
47. H 0.108
48. H 0.091
49. H 0.100
50. H 0.100
51. H 0.129
52. H 0.100
53. H 0.072
54. H 0.105
55. H 0.095
56. H 0.098
57. H 0.067
58. H 0.091
59. H 0.100
60. H 0.100
61. H 0.030
62. H 0.108
63. H 0.079
64. H 0.029
65. H 0.108
66. H 0.102
67. H 0.029
68. H 0.102
69. H 0.108
70. H 0.100
71. H 0.100
72. H 0.100
73. C 0.015
74. O -0.105
75. C -0.149
76. C -0.006
77. C -0.593
78. Br 0.947
79. C -0.023
80. C -0.024
81. C -0.222
82. O -0.107
83. C -0.159
84. N 0.233
85. C -0.142
86. C 0.017
87. C -0.026
88. C -0.020
89. C 0.030
90. C -0.139
91. N 0.233
92. H 0.093
93. H 0.111
94. H 0.111
95. H 0.119
96. H 0.119
97. H 0.152
98. H 0.114
99. H 0.126

***

Among the records above, which one has the highest charge? C38H51BBrN8O2Ru

***

Which formula does entry 2 have? C38H51BBrN8O2Ru

***

Look up the charge of the second one. +3

***

Number 1 is which compound? C38H50FN14O7PS